1.
Here is a cluster of 2 separate species, C8H5N3O in total from the OMol25 dataset. Energies are from ωB97M-V/def2-TZVPD.

Summary:
Kohn-Sham gap in Ha: 0.2902
Calculated total energy in a.u.: -547.14952

Last column: natural (NBO) charge in e.
CARTESIAN COORDINATES (ANGSTROEM)
N1 -2.149628 1.551538 0.221592  -0.48
C1 -2.444211 0.318586 0.099791  0.44
N2 -1.468727 -0.652216 0.381492  -0.37
C2 -2.089297 -1.773851 0.139802  0.01
C3 -3.422101 -1.532917 -0.262585  0.05
N3 -3.631417 -0.237193 -0.292746  -0.43
H1 -3.007583 2.032708 -0.130397  0.35
H2 -1.571705 -2.748876 0.275677  0.22
H3 -4.226250 -2.238351 -0.557204  0.22
C4 0.608627 2.320952 -0.260084  -0.08
C5 1.689051 1.775399 -0.175924  -0.13
C6 2.859319 1.020229 -0.044314  0.02
C7 3.778558 0.239800 0.053848  -0.08
C8 4.806302 -0.766305 0.228888  0.36
O1 4.857203 -1.804630 -0.386406  -0.48
H4 -0.195257 3.002941 -0.271902  0.24
H5 5.607109 -0.507816 0.980474  0.13

Forces on the atoms, in the same order (eV/Å):
N -1.7 -0.2 -0.8
C 2.0 1.1 0.7
N 0.1 -1.9 0.1
C 3.5 -0.3 1.2
C -2.9 1.9 -1.0
N -2.0 -1.9 -0.8
H 0.6 0.1 0.5
H -0.6 0.8 -0.2
H 0.8 0.5 0.3
C 1.9 -0.1 0.1
C -0.2 -0.2 0.0
C -0.7 -0.1 -0.1
C -0.4 0.2 -0.1
C 0.9 0.0 0.3
O -0.2 0.4 0.2
H -0.4 -0.1 -0.1
H -0.6 -0.1 -0.4

2.
Here is an isolated molecule of C8H5NO3 from the OMol25 dataset. Energies are from ωB97M-V/def2-TZVPD.

Summary:
Kohn-Sham gap in Ha: 0.3313
Calculated total energy in a.u.: -588.27604

Last column: natural (NBO) charge in e.
CARTESIAN COORDINATES (ANGSTROEM)
O1 -3.649086 1.162990 -0.149704  -0.53
C1 -2.504163 0.582183 -0.091083  0.57
N1 -1.286248 1.156195 0.134505  -0.57
C2 -0.164223 0.553725 -0.023665  0.11
C3 1.074451 1.286726 0.101543  -0.22
C4 2.351016 0.610238 0.087766  -0.19
C5 2.472693 -0.800178 0.045709  -0.23
C6 1.273626 -1.518250 -0.103425  -0.21
C7 0.028332 -0.840116 -0.156359  0.25
O2 -1.163063 -1.573214 -0.088374  -0.47
C8 -2.393139 -1.040602 0.013212  0.69
O3 -3.543622 -1.542538 0.272416  -0.51
H1 -1.273512 2.203862 -0.096395  0.42
H2 0.871892 2.431359 0.000763  0.21
H3 3.189112 1.252799 0.187493  0.22
H4 3.378373 -1.321736 -0.015303  0.23
H5 1.337561 -2.603451 -0.119095  0.24

Forces on the atoms, in the same order (eV/Å):
O 5.7 -2.2 0.0
C -4.4 -0.1 0.6
N -5.3 5.1 -1.3
C 8.4 -2.9 0.1
C -0.4 -0.2 -1.2
C -2.2 0.5 0.3
C -3.0 1.7 -0.7
C -0.4 0.8 0.2
C -0.7 0.7 0.9
O -1.1 -1.7 0.0
C -5.4 1.4 1.0
O 6.4 0.7 -1.4
H -0.1 -1.8 0.9
H 1.2 -2.0 0.6
H 0.8 0.3 -0.1
H 1.2 -0.4 0.2
H -0.5 0.2 -0.1

3.
Here is an isolated molecule of C8H5NO3 from the OMol25 dataset. Energies are from ωB97M-V/def2-TZVPD.

Summary:
Kohn-Sham gap in Ha: 0.3243
Calculated total energy in a.u.: -588.27944

Last column: natural (NBO) charge in e.
CARTESIAN COORDINATES (ANGSTROEM)
O1 2.572607 0.041566 2.671905  -0.56
C1 1.782547 -0.186955 1.769727  0.73
C2 1.388016 -1.449909 1.150069  -0.38
C3 0.420281 -1.460687 0.152906  0.40
O2 0.248245 -2.599297 -0.508944  -0.63
C4 -0.082934 -0.187064 -0.351561  -0.16
C5 -1.094984 -0.103753 -1.239556  -0.21
C6 -1.838700 1.139053 -1.388199  0.03
N1 -1.395018 2.321216 -0.934341  -0.35
C7 -0.258229 2.151527 -0.189049  -0.02
C8 0.269643 0.987198 0.232523  0.27
O3 1.323873 1.019163 1.262847  -0.46
H1 1.435644 -2.310364 1.779162  0.25
H2 -0.694848 -2.668694 -0.868822  0.49
H3 -1.434133 -1.033958 -1.651822  0.20
H4 -2.635369 1.202889 -2.058985  0.20
H5 -0.006641 3.138070 0.172139  0.22

Forces on the atoms, in the same order (eV/Å):
O -0.8 -1.9 -0.7
C 1.7 2.2 1.2
C -2.8 0.9 -0.3
C 3.6 1.0 1.0
O -2.9 -0.9 -0.6
C -0.3 -1.2 0.5
C -2.7 1.6 -0.6
C 2.6 -0.9 -0.3
N 1.1 -2.9 0.2
C -2.1 3.3 0.2
C 3.7 0.3 2.7
O -2.9 -0.3 -2.9
H 1.0 -0.7 -0.1
H 1.9 0.1 0.5
H -0.5 0.0 -0.6
H -1.4 -0.2 -0.8
H 1.0 -0.3 0.5

HOMO level (eV)
-9.72; -9.15; -9.65
ΔE to the lowest compared entry with this formula, charge and spin (kcal per mole)
123.3; 51.6; 49.5
F_max (eV Å⁻¹)
3.7; 8.8; 4.6